(1)
Computed, not measured: a cluster of 13 separate species, C36H102F7N8O12P in total, with wB97M-V/def2-TZVPD.

The LUMO energy comes out at 3.59 eV.

ORCA input file:
```
! RIJCOSX wB97M-V def2-TZVPD def2/J DEFGRID3
* xyz -2 1
P -0.37972 0.19342 -0.63521
F 0.35384 -1.26496 -0.48918
F 1.06740 0.84346 -0.88390
F -0.47822 0.01563 -2.22398
F -1.07419 1.66869 -0.72842
F -1.89111 -0.42868 -0.50088
F -0.24593 0.39670 0.97868
F 0.75018 2.32341 -4.03149
C -1.64631 -3.89196 -1.89910
O -0.90458 -2.75033 -2.25826
H -1.08875 -4.64038 -1.32967
H -2.61554 -3.61273 -1.47220
H -1.89628 -4.39496 -2.84115
H -0.36650 -2.53372 -1.48772
C -2.33219 1.69818 -3.90295
O -1.79106 0.68934 -4.73714
H -2.66367 1.24187 -2.96497
H -1.69568 2.54305 -3.65021
H -3.25957 2.15857 -4.29383
H -2.52481 0.07053 -4.88764
C 6.51586 3.12394 -0.32646
C 5.09142 3.09684 -0.89623
C 4.08642 2.48748 0.10404
O 4.48826 1.15006 0.39272
C 3.64617 0.56622 1.32864
N 4.68528 4.42527 -1.30208
H 6.49656 3.37458 0.73641
H 7.21888 3.77878 -0.84277
H 6.95891 2.13378 -0.44993
H 5.07487 2.41742 -1.74857
H 3.07025 2.41332 -0.30253
H 3.92602 3.10449 0.99839
H 3.96144 -0.47476 1.45934
H 2.59078 0.52159 1.03843
H 3.80787 1.07050 2.29181
H 3.73515 4.50578 -1.64787
H 4.73816 5.14482 -0.59134
C 5.01267 2.88455 4.52098
C 3.77653 3.61946 5.06536
C 2.46000 3.16100 4.37320
O 2.48769 3.45440 3.02899
C 1.40077 2.96508 2.25617
N 3.73549 3.36523 6.51867
H 5.41103 3.17700 3.55174
H 4.85095 1.80413 4.47617
H 5.79514 2.95881 5.28186
H 3.86796 4.70095 4.92319
H 1.61032 3.60930 4.90801
H 2.40526 2.07937 4.56206
H 1.47625 3.18649 1.19543
H 0.53222 3.48664 2.66884
H 1.31549 1.88289 2.37868
H 4.55035 3.79254 6.95312
H 3.03783 4.02235 6.87222
C -3.96748 2.65051 0.61642
C -3.15846 3.71377 1.38583
C -3.76179 3.96753 2.76330
O -5.14953 4.31452 2.72378
C -5.65272 4.94891 3.84422
N -1.76039 3.34955 1.48430
H -5.02054 2.94713 0.67919
H -3.95926 1.68271 1.12737
H -3.63090 2.58127 -0.41521
H -3.25916 4.61110 0.76527
H -3.27642 4.86818 3.15536
H -3.64092 3.09875 3.41563
H -5.25918 5.95272 4.05471
H -5.48878 4.31409 4.72543
H -6.72683 5.10105 3.72110
H -1.46566 2.77978 0.69034
H -1.75050 2.61073 2.19538
C 3.00395 -3.35388 0.82093
C 4.29845 -3.51546 0.01395
C 5.36275 -4.26535 0.78479
O 6.53875 -4.39282 0.00227
C 7.49629 -5.19067 0.62394
N 3.85910 -4.16136 -1.22694
H 2.29116 -2.75068 0.25622
H 3.17847 -2.70968 1.68707
H 2.54224 -4.31198 1.06178
H 4.67618 -2.52419 -0.24583
H 4.97899 -5.26912 1.01325
H 5.51010 -3.77527 1.75438
H 7.17414 -6.20767 0.88264
H 7.98248 -4.75938 1.50474
H 8.29990 -5.40154 -0.08722
H 3.39227 -5.04734 -1.06675
H 4.62002 -4.38294 -1.85913
C -1.74150 2.07224 5.53482
C -0.96230 0.96402 4.84978
C -1.20930 -0.42572 5.49231
O -0.57675 -0.45426 6.77344
C -0.58187 -1.75789 7.32793
N -1.30390 0.97635 3.43536
H -2.82266 1.91232 5.50701
H -1.50724 3.05647 5.12627
H -1.52079 2.19357 6.59937
H 0.09832 1.19769 4.96335
H -0.77332 -1.21792 4.87257
H -2.27283 -0.68128 5.56899
H 0.02502 -2.45525 6.74037
H -1.58921 -2.18318 7.35768
H -0.13740 -1.64768 8.31497
H -2.30294 0.79192 3.35291
H -0.88416 0.20516 2.92700
C -5.17618 -2.16142 1.34442
C -4.12438 -2.94156 2.13345
C -2.68618 -2.72584 1.71615
O -1.86472 -3.59733 2.47499
C -0.49113 -3.25886 2.37544
N -4.29925 -2.61693 3.58015
H -5.29070 -1.11329 1.62265
H -6.14660 -2.65580 1.39054
H -4.88900 -2.09574 0.28977
H -4.41504 -3.99553 2.04121
H -2.49077 -1.67488 1.97081
H -2.55942 -2.76442 0.63263
H -0.18285 -3.24076 1.32850
H 0.02113 -3.99807 2.99154
H -0.34106 -2.28045 2.84497
H -3.43439 -2.99798 3.96995
H -4.99031 -3.28957 3.90023
C -4.70576 -0.60732 -2.79568
C -5.09228 -1.16159 -4.18002
C -6.60272 -1.33722 -4.35111
O -6.90455 -2.18225 -5.44477
C -6.94090 -3.57175 -5.18080
N -4.54652 -0.27239 -5.20917
H -5.04895 0.36973 -2.45449
H -3.62660 -0.61320 -2.63547
H -5.06344 -1.35734 -2.07861
H -4.57221 -2.12279 -4.18925
H -7.02424 -0.35700 -4.58624
H -7.10794 -1.69427 -3.44579
H -5.90921 -3.92630 -5.18864
H -7.45208 -4.04039 -6.02552
H -7.56603 -3.87850 -4.33861
H -5.03883 0.61559 -5.15784
H -4.87726 -0.67078 -6.08812
C 3.98615 -0.36513 -2.29122
C 3.10271 0.39114 -3.29211
C 3.82641 0.80561 -4.57616
O 2.91295 1.33294 -5.51684
C 3.49389 2.42374 -6.18926
N 1.88499 -0.37072 -3.56722
H 4.85752 0.22619 -1.99404
H 4.31968 -1.33885 -2.66913
H 3.43891 -0.62551 -1.38284
H 2.77204 1.33441 -2.84779
H 4.41587 -0.03814 -4.97054
H 4.62118 1.49221 -4.24779
H 3.51089 3.27454 -5.50008
H 2.89794 2.66896 -7.06819
H 4.52315 2.25082 -6.53518
H 1.43313 -0.21204 -2.65511
H 2.15069 -1.35728 -3.52143
C -1.73869 -1.77047 -6.87548
C -1.29397 -2.46495 -5.58439
O -0.46241 -1.69870 -4.73586
O -0.98365 -0.57578 -7.13586
H -2.80572 -1.53630 -6.79585
H -1.74017 -2.40297 -7.77028
H -0.91228 -3.45741 -5.87640
H -2.16681 -2.78926 -4.99645
H -0.59551 -2.12444 -3.86174
H -1.35794 -0.19139 -7.93414
*
```

(2)
Computed, not measured: a structure of composition C8H27O6Ti2, with wB97M-V/def2-TZVPD.

The value obtained for the energy above the lowest of the compared OMol25 structures with the same formula, charge and spin is 173.3 kcal/mol. The LUMO energy (spin up / spin down) comes out at -5.10 / -4.99 eV.

ORCA input file:
```
! RIJCOSX wB97M-V def2-TZVPD def2/J DEFGRID3
* xyz 1 7
Ti -17.97343 -14.98484 13.36474
Ti -19.75672 -18.76737 10.43633
O -15.99346 -17.66994 11.86019
H -15.21251 -17.17562 11.54350
C -11.25088 -20.89940 11.05800
O -11.56464 -19.63049 11.63982
H -10.22973 -20.92445 10.67757
H -11.38840 -21.75285 11.72193
H -11.81681 -20.89116 10.12646
H -12.51298 -19.58279 11.78108
C -13.62330 -12.67411 12.29340
O -14.97932 -12.34556 12.03320
H -13.00507 -12.13772 11.57355
H -13.33746 -12.28833 13.27195
H -13.45424 -13.74651 12.39071
H -14.97739 -11.65371 11.36766
C -17.55087 -24.74917 11.29218
C -16.84251 -23.51526 11.87827
O -16.90206 -22.51088 10.87480
H -17.45430 -25.58821 11.98122
H -17.14120 -25.13235 10.35760
H -18.61716 -24.62092 11.10598
H -15.80039 -23.75640 12.08787
H -17.32938 -23.08427 12.75309
H -16.60354 -21.70281 11.29847
C -14.79429 -15.32645 6.85319
C -15.43639 -16.64703 6.46142
O -16.49672 -16.92449 7.38027
H -14.16223 -14.94538 6.05108
H -14.15495 -15.47842 7.72282
H -15.52615 -14.53126 6.99522
H -14.68690 -17.43811 6.48455
H -15.83691 -16.51100 5.45684
H -16.09504 -16.94131 8.25204
C -17.33323 -17.80447 18.90562
C -17.34678 -18.05335 17.40925
O -16.25733 -17.39285 16.75245
H -18.25997 -18.16476 19.35222
H -17.20109 -16.76713 19.21311
H -16.55292 -18.40681 19.37079
H -18.28675 -17.68265 17.00042
H -17.32864 -19.09246 17.08059
H -16.29714 -17.58633 15.81299
*
```

(3)
Computed, not measured: the molecule C4H4F2N2, with wB97M-V/def2-TZVPD.

The value obtained for the energy above the lowest of the compared OMol25 structures with the same formula, charge and spin is 11.0 kcal/mol. The LUMO energy comes out at 0.65 eV. The SMILES is Cc1nc(F)c(F)[nH]1.

ORCA input file:
```
! RIJCOSX wB97M-V def2-TZVPD def2/J DEFGRID3
* xyz 0 1
C 1.25282 -1.46371 -0.14931
C 0.29935 -0.32985 -0.18252
N -0.70960 -0.32189 -1.00664
C -1.43636 0.78844 -0.71672
F -2.53091 1.18447 -1.34479
C -0.90331 1.46411 0.36485
F -1.35743 2.48067 1.08275
N 0.26121 0.74877 0.68161
H 0.97283 -2.14362 -1.04749
H 2.26583 -1.06350 -0.17024
H 1.22547 -2.06962 0.82675
H 0.66010 0.72574 1.66175
*
```

Molecular weight for the records above, in order: 1003.22 315.03 118.09 Da
F_max for the records above, in order: 3.129 1.408 2.284 eV/Å